(1)
Here is C46H40N4O3Rh as an isolated structure from OMol25. Energies are from ωB97M-V/def2-TZVPD.

Element x y z (Å)
O -2.5699 -6.7436 -2.7484
H 2.3883 -1.5481 -2.3249
H 2.7681 -2.5893 6.5730
H 0.4165 -6.2278 2.5263
H 3.3625 -8.3106 0.2435
C 1.8094 -1.3390 3.5671
C 2.8997 -7.3341 2.7472
Rh 0.3921 -0.2980 -0.2637
C -3.0054 -0.1131 2.3820
H 3.9098 -6.9878 2.5114
C -1.3822 3.8434 3.9625
H -0.5594 -8.0665 -2.3775
C -2.4626 0.8257 0.0646
C 4.1934 -1.8571 1.8165
C -0.0853 -6.6062 0.4757
C 4.0814 -4.2533 0.4261
H -2.7866 5.3297 -4.0716
H -3.2119 -0.9284 4.3539
N -1.4557 -5.0448 -1.7121
C 1.5718 -7.7762 -0.7986
C 2.3403 -1.8985 5.8539
H 2.9830 -8.3619 3.1102
H -2.3013 0.2715 -0.8633
C 1.7991 -0.6920 6.2839
C -1.4245 2.7010 1.4118
C 2.0011 -7.2645 1.5322
H 6.3121 -1.9467 1.5178
C 5.3055 -3.6401 0.6432
H -1.2325 -2.4266 4.1137
C 0.7522 -6.6590 1.5855
H 4.0279 -5.1981 -0.1065
H 2.5106 -6.7228 3.5636
H -1.5118 -2.4821 -1.3300
C -2.2415 5.2218 -1.9975
H -3.5148 3.2249 1.4008
C 2.9560 -2.4798 1.6083
C 1.6293 -2.3111 -2.2200
H 6.2173 -4.0933 0.2674
H -2.1512 1.4062 -2.4994
H 2.7858 -3.1593 4.1733
H 0.6707 2.3965 1.6792
C -0.3665 -4.1945 -1.9174
H -2.7385 2.8715 -4.3750
C -1.5778 -6.3779 -2.1626
C -2.5689 3.7950 3.2361
C -2.6485 -0.9464 3.4272
C 2.3484 -2.2200 4.5016
C -1.4552 2.0387 0.0338
C -1.9042 3.0096 -1.0810
H 1.7965 -0.4431 7.3393
H 0.7178 3.4004 3.9479
C -2.5879 3.2310 1.9695
O -0.1391 1.5849 -0.3075
H -3.4842 1.2026 0.0629
C 0.8891 -4.5854 -2.3863
C -2.5427 4.6818 -3.2373
C 2.3923 -7.8265 0.3182
H -3.4786 4.2086 3.6553
C 1.2722 0.1949 5.3538
C 1.8758 -3.6298 -2.5485
H -2.3550 -4.5943 -1.7079
C -0.2397 2.7722 2.1298
C -2.1892 2.4801 -2.3395
H 0.8471 1.1401 5.6764
H -3.8603 0.5437 2.4612
H 0.8733 0.5699 3.2747
C -1.9189 4.3926 -0.9254
C 0.3253 -7.1650 -0.7270
C 5.3596 -2.4349 1.3417
N -1.2101 -0.9621 1.1059
C -0.5404 -2.8464 -1.6412
H 0.4520 -3.4307 2.5881
H -1.6705 4.8378 0.0287
H -2.2480 6.2960 -1.8570
C -2.5140 3.3048 -3.4070
H 1.8953 -8.2212 -1.7374
N -0.5088 -7.1891 -1.8882
H -1.3675 4.2859 4.9528
C -1.5498 -1.7837 3.3002
H 2.8489 -3.9074 -2.9340
H -1.0657 -6.1530 0.5582
H 1.0791 -5.6190 -2.6493
H 1.9673 -4.1814 0.7213
H 0.4051 -2.9716 0.8776
C 1.7017 -1.7343 2.0902
C -2.2464 -0.1182 1.2221
O 1.6406 -0.5770 1.2638
C 0.4107 -2.5895 1.8988
C -0.8399 -1.7752 2.1161
C 2.9068 -3.6697 0.8990
C -0.2180 3.3401 3.4032
C 1.2781 -0.1287 4.0008
N 0.4302 -1.9265 -1.7602
H 4.2314 -0.9139 2.3539

The value obtained for the relative energy (zero: lowest compared OMol25 entry of this formula, charge and spin) is 73.0 kJ/mol. Its spin multiplicity is 5. Its net charge is +1. For the HOMO energy (spin up / spin down), the calculation gives -11.15 / -11.15 eV. For the molecular weight, the calculation gives 799.76 g/mol. Its expectation value of S² is 6.02. Its HOMO-LUMO gap (spin up / spin down) is 8.45 / 5.94 eV.

(2)
Here is C46H41ClCsN9O4S as an isolated structure from OMol25. Energies are from ωB97M-V/def2-TZVPD.

Element x y z (Å)
C 4.6283 7.1348 -9.4642
N 3.7817 4.2580 -5.3347
C 3.2665 6.8864 -9.4113
H -4.5912 7.5314 0.3471
H -2.1299 -5.5692 -0.7166
C 3.3143 -6.6939 1.3991
N -3.1731 0.3386 -0.4017
H -4.5971 -5.2214 -0.4737
H 2.1720 1.6810 4.2868
C 3.1890 2.8882 -3.2961
C 1.0599 -5.4255 3.5529
N 1.7315 4.3975 -6.1622
O -1.5199 2.2945 0.3472
H 0.1255 -5.0624 3.1280
C 3.4658 1.5786 -0.9276
H -2.1863 1.1185 -2.4989
N 3.1626 -3.5346 1.2662
H 2.1181 -5.2532 5.4422
H 1.1128 -3.8546 5.0041
O -1.0542 4.7674 0.3932
H 2.4404 -7.3495 1.4173
H 3.3875 -6.3799 3.5387
C 1.1681 -4.9422 4.9989
C 3.2091 -2.8089 0.1402
H 6.2095 -0.5401 -2.5926
C 5.7341 -3.1672 0.1902
N -3.6605 1.5724 -0.2030
C -1.7377 -3.4496 -0.7255
C 6.0766 -1.2808 -1.8118
C -0.8079 3.0836 -4.8723
C 2.7428 6.0999 -8.3956
H -1.0400 3.6556 -5.7649
C -3.9826 -0.6428 -0.2849
C -3.5126 -2.0107 -0.4679
N -2.2009 -2.2131 -0.6411
C 7.1773 -1.9648 -1.3132
C 0.5124 3.0323 -4.3970
H 0.9775 4.6386 -6.7776
H -5.0290 -0.4983 -0.0005
Cl -0.0979 1.4341 3.6596
H 1.0649 -6.5211 3.5197
C 4.8085 -1.5517 -1.3201
C -2.5533 -4.5752 -0.6638
C -3.2765 3.8887 0.1642
H -0.9396 3.7746 0.4968
H 5.5721 5.3677 -6.7313
C -5.1234 5.4557 0.1822
C 1.6286 3.6551 -5.0144
H -2.1538 7.0808 0.4427
H 1.6732 5.9291 -8.3818
O 2.2829 -2.4368 -0.5832
H -6.1903 5.6440 0.1530
C 7.0029 -2.9070 -0.3076
C -2.7375 2.4922 0.0825
C 0.7631 2.2997 -3.2104
H 5.2926 3.2917 -3.2068
H 1.4986 3.1782 3.5346
N 2.2707 1.6243 -1.4714
H 3.8752 7.7264 -11.9816
C 1.5471 2.0895 3.4918
H 3.9362 -1.0418 -1.7082
C 4.6012 2.1528 -1.5144
C -2.3746 4.9621 0.2994
C 4.6240 -2.4980 -0.3168
C -4.6418 4.1581 0.1185
C 4.4570 2.8146 -2.7098
C -1.7930 2.4134 -4.1944
H 4.2173 -7.3100 1.3640
H -5.4676 -2.8978 -0.2942
C 5.4638 6.5795 -8.4961
N 2.1433 -4.9465 2.7181
C -4.2249 6.5121 0.2891
S 0.7405 -2.7378 2.2068
H 3.5411 1.0687 0.0283
C 2.0729 -3.7601 2.0038
C -3.9187 -4.3768 -0.5182
C 3.3245 -5.7798 2.6258
H 2.5975 7.3031 -10.1518
C 2.1069 2.2597 -2.6404
H 0.3474 -5.3417 5.6006
C 2.9190 3.5841 -4.5196
C -2.8653 6.2701 0.3427
H 5.0456 9.0603 -12.0457
C 4.9379 5.8023 -7.4919
C 3.0516 4.7426 -6.3163
C 3.5600 5.5460 -7.4114
H 8.1674 -1.7704 -1.7106
H 5.5807 -3.8932 0.9761
O 5.2333 7.9040 -10.4162
H -0.6602 -3.5422 -0.8310
H -2.8225 2.4444 -4.5244
H -5.3094 3.3134 0.0285
H 7.8634 -3.4366 0.0857
C -4.4079 -3.0871 -0.4182
H 3.6574 9.1553 -10.9425
H 4.1979 -5.1305 2.5784
C -1.4385 1.6793 -3.0518
H 6.5267 6.7763 -8.5518
N -0.2130 1.6321 -2.5844
C 4.3981 8.4841 -11.3889
H 3.2716 -6.0750 0.5035
Cs -0.0030 0.1274 0.5402
H 5.5627 2.0793 -1.0249

Its net charge is -2. For the HOMO energy, the calculation gives 0.40 eV. For the molecular weight, the calculation gives 984.32 g/mol. Its HOMO-LUMO gap is 2.33 eV.

(3)
Here is C46H41DyN6O4 as an isolated structure from OMol25. Energies are from ωB97M-V/def2-TZVPD.

Element x y z (Å)
C 0.3587 -2.3144 -0.7202
H -2.5495 2.0594 6.0080
H 0.4865 0.8691 -5.8944
H -0.7410 -3.5132 3.5169
C 2.0879 -1.9338 -3.8022
C 4.4242 -0.7726 -1.4501
H 1.1650 -1.2538 -6.9782
H 6.5515 -0.8612 -1.2885
H -0.8084 4.5638 1.5655
H -5.0187 3.7904 -0.6325
C -2.5943 -1.6032 4.8287
C 0.9227 0.0703 -5.3073
C -1.3968 -3.8366 -1.3033
H 4.0678 5.0583 1.4322
N -2.1838 0.7748 -4.3918
H 1.7101 5.7354 1.0200
C -4.7991 2.7330 -0.6630
C -1.7407 0.0006 -3.3684
C 1.1209 -0.7960 2.7740
C -3.1527 -1.2593 6.0486
H 6.8559 1.5735 -1.5323
N -1.5900 -1.3242 -3.6508
H 2.2176 -3.0284 -5.6301
C -5.7265 1.7831 -1.0403
C 1.3777 -3.4154 3.6007
C -2.0220 -0.6332 4.0170
C -4.0495 0.1387 -0.6392
H 2.1117 -1.5744 0.1833
H -2.1871 0.4544 -5.3431
C 1.0098 3.7071 0.8722
H 2.7879 0.9944 1.0832
C 4.7514 1.9621 -1.7034
Dy -0.6394 0.8046 0.0919
C -2.1062 -3.3778 -0.2058
C -0.1371 -3.3173 -1.5555
H 0.8103 1.1522 -3.4595
C 1.1083 0.2359 -3.9471
H 3.2573 -0.7111 2.8741
H -2.2879 1.7614 -4.2274
O -2.9964 4.5514 0.3489
C 2.3761 -1.3244 3.0132
H 3.4896 -3.0592 3.6094
H 0.9870 0.2327 2.4509
C 1.8959 -2.1092 -5.1606
C 1.9861 4.6912 1.0548
C 1.6677 -0.7717 -3.1681
H 4.3247 -1.8398 -1.3353
C 3.2943 4.3179 1.2866
H -0.4347 4.9524 -0.1014
C -5.3375 0.4505 -1.0375
C -0.4107 4.1285 0.6323
H 2.3828 -2.6127 -1.2386
H -3.1964 -1.3851 1.5906
C 3.3070 0.0338 -1.6049
C -2.2597 -1.8995 1.8194
C -1.3806 -0.9081 2.6465
N 1.3042 2.4054 0.9028
C -3.5187 2.3292 -0.2787
C -1.5723 -2.3370 0.5547
N -3.1549 1.0444 -0.2560
H -2.6299 -2.6392 4.5239
C 2.5110 -2.6414 3.4219
H -3.6101 -2.0281 6.6596
H 2.6051 2.0217 -1.8257
H -3.7189 -0.8960 -0.6295
N -1.2748 3.0465 0.2006
H 1.4732 -4.4414 3.9291
H -1.0759 -1.8549 -2.9592
C -2.0088 0.6814 4.4659
C 0.1218 -2.8827 3.3665
H -3.0553 -3.8173 0.0650
C -3.1400 0.0562 6.4807
C 2.5747 2.0553 1.1071
H -1.7960 -4.6270 -1.9241
N -0.3944 -1.7867 0.2511
C 1.8606 -0.4925 -1.6680
H -1.4655 -1.6143 -4.6045
O -1.5919 0.4486 -2.2387
C 5.6924 -0.2180 -1.4190
C -0.0220 -1.5691 2.9381
C 5.8622 1.1487 -1.5520
H -3.5785 0.3194 7.4335
H 4.8687 3.0328 -1.7922
H -2.5161 -2.7960 2.3859
C -2.5627 1.0289 5.6820
H 4.6030 2.6189 1.4886
C 3.4870 1.4053 -1.7329
C 1.7588 -1.8261 -0.8205
H 2.5726 -2.7203 -3.2465
H -6.7313 2.0634 -1.3207
C 3.5961 2.9634 1.3160
H -1.5746 1.4254 3.8161
O 0.9853 0.4236 -1.1993
O -1.2428 0.2617 1.9573
H 0.4705 -3.7054 -2.3596
C -2.5469 3.4168 0.1383
H -6.0180 -0.3331 -1.3301
C 1.3062 -1.1123 -5.9182

Its spin multiplicity is 6. For the HOMO energy (spin up / spin down), the calculation gives -8.14 / -8.15 eV. For the molecular weight, the calculation gives 904.37 g/mol. Its expectation value of S² is 9.17. Its HOMO-LUMO gap (spin up / spin down) is 8.50 / 8.51 eV.

(4)
Here is C46H42BIN7O5Ru as an isolated structure from OMol25. Energies are from ωB97M-V/def2-TZVPD.

Element x y z (Å)
H -3.4343 -1.0831 -5.6772
C -1.5023 -0.1584 -5.4740
C 3.5462 -2.8438 -3.5086
H -1.0544 0.4586 2.5542
C -5.9485 -1.4461 -0.1129
H 1.7074 6.2048 -1.3944
I -4.3081 -2.4166 -3.1880
C 1.6661 -1.7637 1.0674
H -2.0035 -0.7732 4.7870
C -1.6720 4.7773 2.9532
H -0.4132 -2.1951 1.1437
N -2.8791 -3.5242 0.0990
H 1.5656 4.7782 0.6363
C 2.9127 -2.0734 1.6253
N -2.2682 -0.8911 1.5161
C -2.6264 -0.8145 -5.0135
H 3.9877 -3.1358 3.1366
C 2.1249 0.5508 0.0759
C 3.1058 -0.8359 -2.2524
C -0.0530 3.6401 -2.7236
H 5.4909 0.5879 2.1494
C -2.2386 -0.9903 3.7603
H 0.4609 0.5264 -4.8917
C -1.1432 4.0789 1.8822
C 1.1647 4.4202 -0.3039
H 1.9525 -4.1582 4.1218
B -3.8981 -2.6996 0.9081
N -2.0135 -2.8850 -0.7104
C 2.2268 -2.9207 -1.4991
C -1.3996 1.1393 -0.4446
H 1.6602 -3.4924 -0.7743
O 2.6168 2.2243 1.6086
C -2.6998 -1.1722 -3.6717
C -1.7446 -0.3575 2.6207
C 3.0122 -2.9147 2.7202
H -4.6908 -3.4251 1.4443
O 0.2725 -0.7055 -0.6842
H 0.6596 1.8072 -1.9560
H -3.7217 -2.6707 3.7760
H -0.2576 -3.6858 3.0952
H -1.4220 0.1214 -6.5166
H 3.8110 -1.6678 1.1853
C 0.3582 2.3459 0.8708
C 3.6938 -1.4778 -3.3376
H 5.5775 2.1952 0.0815
C 0.3874 2.9621 3.3503
H 4.8561 3.5125 1.0262
C 0.6409 -3.2267 2.7007
O -1.2651 1.9972 -1.4455
N -3.9332 -0.7154 -0.6003
O -0.7086 1.3926 0.6401
H -1.0363 -6.0028 -0.9128
C 1.8720 -3.4920 3.2719
C -1.5120 -5.0622 -0.6993
H 2.6902 -4.6358 -2.6921
H 3.9434 0.4200 2.9943
H 4.0552 2.9416 -0.4499
C -0.1394 3.6679 4.4256
C -1.1673 4.5748 4.2316
C 0.5656 3.2007 -0.3452
C -4.8071 0.1384 -1.1180
H 0.2603 3.5030 5.4178
C -3.1000 -1.9488 3.2731
H 2.0199 1.0956 -0.8633
H -3.1957 -5.5098 0.7140
C -0.1059 3.1666 2.0679
C 0.0445 2.6529 -1.6224
C 0.5450 -2.3724 1.6058
C -2.5978 -4.8354 0.1240
H -4.4561 0.9976 -1.6660
C 2.8076 -3.5648 -2.5781
H -2.4800 5.4789 2.7913
H -7.0343 0.1885 -1.1219
C 2.3568 -1.5439 -1.3178
C 1.2201 5.2417 -1.4463
C -0.4726 0.0759 -4.5816
C 4.6383 2.6335 0.4189
H -0.4059 -3.4968 -1.8815
C -6.1114 -0.2849 -0.8386
N -3.1020 -1.8754 1.9365
H 4.8532 1.9462 3.0958
H 1.1968 2.2679 3.5221
H -0.5687 3.3241 -3.6212
C 0.5537 4.8462 -2.6321
Ru -1.9147 -0.7929 -0.5591
C 1.5466 -0.8767 -0.1769
C 1.5375 1.3984 1.2128
H 0.5231 5.5267 -3.4735
H 1.2132 0.7357 2.0250
O 3.5062 0.5098 0.4142
H 3.2591 0.2300 -2.1455
H 4.2771 -0.9028 -4.0467
C -0.6432 -0.2809 -3.2592
H -6.6663 -2.1128 0.3337
H -1.5491 4.2371 0.8899
C 3.8501 1.6178 1.2214
H 0.1289 -0.1701 -2.5086
N -1.7600 -0.8608 -2.7743
H 4.0107 -3.3454 -4.3480
N -4.6313 -1.6859 0.0143
C 4.5827 1.1127 2.4472
C -1.1817 -3.7978 -1.1963
H -1.5782 5.1203 5.0712

The value obtained for the relative energy (zero: lowest compared OMol25 entry of this formula, charge and spin) is 214.7 kJ/mol. Its spin multiplicity is 2. For the HOMO energy (spin up / spin down), the calculation gives -7.10 / -7.10 eV. For the molecular weight, the calculation gives 1011.67 g/mol. Its expectation value of S² is 0.79. Its HOMO-LUMO gap (spin up / spin down) is 7.55 / 5.98 eV.

(5)
Here is C46H42CoP2SeSi as an isolated structure from OMol25. Energies are from ωB97M-V/def2-TZVPD.

Element x y z (Å)
H -2.8022 3.5761 -1.7077
H 0.0298 -0.7679 8.2294
C -1.1753 0.3903 4.4364
Co 0.4389 0.6064 0.1352
H -4.7067 -0.0596 -1.9057
H -2.9204 0.2172 3.1906
H -2.5594 1.8621 3.6829
H -1.6772 -3.6369 4.7086
H -4.8746 0.1638 -4.3632
H 4.1306 1.9390 0.0711
Si 2.4460 0.3735 -0.8870
C 1.6068 -2.3445 -0.7889
H 0.2328 3.8265 -3.7610
C -1.3460 -2.3702 -4.0303
C -1.3556 -3.2844 3.7352
C 2.4475 0.3863 3.1959
C 1.0781 3.1475 -3.6983
C -2.3267 5.4759 -0.8278
C 0.2398 -0.7079 6.0828
H -0.9807 1.9337 -4.4770
H -2.5323 -1.6513 1.0117
C -2.0308 4.1823 -1.2488
Se -0.2820 1.6555 2.0147
C 2.6432 -1.4978 -1.1808
H 1.4196 -3.1048 1.7971
C -1.3481 6.2587 -0.2353
H -2.6760 0.7431 -0.7270
C 1.3311 -0.4709 5.2618
H -3.0093 1.1656 -5.6397
C 3.9416 -3.4602 -1.7877
C -2.2603 -2.6552 2.8871
C 0.2306 4.4632 -0.4791
H -1.5846 7.2618 0.1003
H 4.8743 0.7900 -1.0634
C 2.2404 1.3670 -2.5121
C -1.8382 -2.1841 1.6522
H 1.4392 -1.6397 7.6180
C -0.7042 -1.8182 -2.9338
H 4.8587 -3.8931 -2.1721
H -2.7995 -3.8037 -4.7085
H 0.6754 -3.9147 4.0101
H 4.4391 0.2638 0.5822
H 4.6503 -1.4556 -1.9799
H 4.1717 0.8727 -3.3440
H 2.2733 0.0770 2.1667
C 3.8166 -2.0856 -1.6756
H -3.2574 0.7273 4.8555
H 1.2265 4.0588 -0.3294
C 0.3938 -1.4009 7.4165
C -1.7012 1.4113 -2.5193
C -1.0064 -0.2797 5.6451
C -0.5178 -2.3719 1.2356
C 1.2119 0.1856 4.0356
C -2.5918 -3.8159 -2.5737
H 2.0918 3.9994 -5.3890
H 2.9894 -5.3668 -1.4819
H 3.2837 -0.1879 3.5995
C -2.2959 -3.3706 -3.8509
C 0.3844 -2.9875 2.0969
C -2.5588 0.8265 4.0230
C -3.8960 0.3935 -2.4644
H 0.6995 6.3606 0.4017
P 0.0300 -1.5496 -0.2904
C 3.2837 1.4938 -3.4439
C 2.1226 3.2530 -4.6037
H -3.3244 -4.6018 -2.4276
C -2.7575 0.8380 -1.8078
C -1.7985 1.5178 -3.9047
H 2.3157 -0.8057 5.5825
C 2.8919 -4.2907 -1.3998
H -2.1645 -3.6440 -0.4796
C -0.7475 3.6699 -1.0849
H -3.2910 -2.5215 3.1956
H -1.1062 -2.0189 -5.0266
H -1.8802 -0.4613 6.2694
C -0.0654 5.7517 -0.0638
C -3.9889 0.5154 -3.8451
C 4.1321 0.8939 -0.2615
C 3.2187 2.4036 -4.4891
H 4.0343 2.4712 -5.2012
H -0.1782 -2.3323 7.4480
H 0.8969 -4.3730 -0.6186
C 1.1160 2.1873 -2.6803
C -1.9416 -3.2672 -1.4697
P -0.2758 1.9559 -1.5141
C -0.0348 -3.4431 3.3422
C -2.9418 1.0776 -4.5616
C -0.9947 -2.2635 -1.6415
H 2.7336 1.4415 3.1590
C -0.0512 0.6366 3.6318
H -3.3259 5.8714 -0.9657
C 1.7239 -3.7331 -0.9084
H 0.0470 -1.0473 -3.0751

The value obtained for the relative energy (zero: lowest compared OMol25 entry of this formula, charge and spin) is 31.2 kJ/mol. Its spin multiplicity is 2. For the HOMO energy (spin up / spin down), the calculation gives -7.10 / -7.14 eV. For the molecular weight, the calculation gives 822.77 g/mol. Its expectation value of S² is 0.95. Its HOMO-LUMO gap (spin up / spin down) is 6.44 / 7.67 eV.

> What is the molecular weight in the fifth record?

822.77 g/mol

> Among the records above, which one has the highest molecular weight?

C46H42BIN7O5Ru

> The highest molecular weight belongs to which entry?

C46H42BIN7O5Ru

> Which value of molecular weight does entry 3 give?

904.37 g/mol